ORCA calculation (the ωB97M-V functional and the def2-TZVPD basis) on a single C7H5N3O2 molecule at a distorted geometry.

Geometry as XYZ:
```
17
C7H5N3O2, DFT the ωB97M-V functional and the def2-TZVPD basis
O 1.2703 -3.0559 -0.6109
C 0.7921 -1.9462 -0.5132
N -0.1082 -1.4709 0.3720
C -0.3227 -0.1236 0.4396
C -1.0933 0.4577 1.4851
C -1.2658 1.8505 1.5206
C -0.7000 2.5312 0.4029
N -0.1117 2.0428 -0.6244
C 0.1823 0.7141 -0.5411
N 0.8612 0.2555 -1.6365
C 1.0695 -1.0610 -1.6350
O 1.8263 -1.5870 -2.5744
H 0.0166 -1.9723 1.2714
H -1.5590 -0.0454 2.3956
H -1.7926 2.3855 2.3563
H -0.8082 3.6019 0.3792
H 1.7434 -2.5770 -2.4869
```

Strongest force on any atom = 4.29 eV/A
Relative energy (zero: lowest compared OMol25 entry of this formula, charge and spin) = 9.03 kcal/mol
HOMO-LUMO gap = 8.539 eV
E_HOMO = -8.843 eV
2S+1 = 1
SMILES = O=c1[nH]c2cccnc2nc1O
E_tot = -584.502082 Ha
Net charge = 0
M = 163.136 g mol⁻¹

Löwdin atomic charge list, values in e, 6 entries: 0.09, -0.41, 0.18, -0.19, -0.01, -0.05


ORCA calculation (the ωB97M-V functional and the def2-TZVPD basis) on a molecular structure, C42H38F3N7O2Tl.

Geometry as XYZ:
```
93
C42H38F3N7O2Tl, DFT the ωB97M-V functional and the def2-TZVPD basis
Tl 0.6181 0.6491 -0.5090
C 3.7870 2.0315 -3.4269
C 3.0919 1.8185 -2.0916
O 2.4659 0.7196 -1.9569
C 3.2658 2.8156 -1.1388
C 2.8673 2.7648 0.2171
C 3.4019 3.7951 1.1770
N 2.1271 1.7925 0.6784
N 2.0420 1.6240 2.0449
C 1.6630 0.4054 2.3520
O 1.3623 -0.5117 1.5149
C 1.6266 0.0681 3.8057
C 1.7739 1.0265 4.8051
C 1.7677 0.6457 6.1377
C 1.6063 -0.6889 6.4869
C 1.4531 -1.6479 5.4954
C 1.4667 -1.2705 4.1616
H 3.3635 1.3656 -4.1776
H 4.8494 1.8001 -3.3254
H 3.6811 3.0684 -3.7454
H 3.8460 3.6800 -1.4340
H 3.6874 4.7006 0.6437
H 4.2700 3.4010 1.7077
H 2.6396 4.0176 1.9217
H 1.9036 2.0588 4.5091
H 1.8913 1.3906 6.9147
H 1.6111 -0.9833 7.5296
H 1.3289 -2.6900 5.7654
H 1.3716 -1.9960 3.3649
C -1.5573 2.1104 1.8482
N -0.7784 2.2373 0.6299
C -0.7645 3.3497 -0.0108
C -0.2938 3.4184 -1.3501
C -0.2660 4.4892 -2.2535
C 0.1269 3.9547 -3.4792
C 0.3314 2.5869 -3.2632
N 0.0812 2.2648 -1.9933
C -2.9256 1.5548 1.4979
C -3.8171 2.3105 0.7444
C -5.0260 1.7783 0.3313
C -5.3634 0.4741 0.6662
C -4.4853 -0.2828 1.4249
C -3.2759 0.2566 1.8395
H -1.6642 3.0841 2.3450
H -1.0388 1.4214 2.5169
H -1.1660 4.2635 0.4404
H -0.5120 5.5169 -2.0304
H 0.2364 4.4751 -4.4178
H 0.6366 1.8391 -3.9805
H -3.5429 3.3162 0.4473
H -5.7035 2.3797 -0.2622
H -6.3046 0.0536 0.3352
H -4.7379 -1.3038 1.6863
H -2.5967 -0.3423 2.4331
F -3.8142 -5.6103 4.6763
C -3.1335 -6.1382 3.6367
F -2.1944 -6.9480 4.1826
F -3.9925 -6.9491 2.9853
C -2.5433 -5.0882 2.7523
C -2.5295 -5.2571 1.3743
C -1.9928 -4.2726 0.5644
C -1.4664 -3.1059 1.1225
C -1.4711 -2.9565 2.5147
C -2.0019 -3.9414 3.3238
C -0.9302 -2.0590 0.3193
C -0.4743 -1.1677 -0.3648
H -2.9371 -6.1583 0.9370
H -1.9800 -4.4010 -0.5094
H -1.0477 -2.0621 2.9517
H -2.0047 -3.8181 4.3990
N -2.7069 -0.5394 -2.1807
C -3.5591 -0.6042 -3.2234
C -3.8381 0.6951 -3.5785
C -3.0913 1.4743 -2.6739
N -2.4108 0.7138 -1.8335
H -2.2524 -1.2764 -1.6563
H -3.8875 -1.5463 -3.6282
H -4.4775 1.0349 -4.3747
H -3.0198 2.5484 -2.6082
N 1.7289 -2.1261 -2.3543
C 2.7268 -1.8643 -3.2804
C 2.3983 -1.6425 -4.6209
C 3.3864 -1.4251 -5.5649
C 4.7246 -1.4319 -5.1978
C 5.0588 -1.6878 -3.8742
C 4.0773 -1.9145 -2.9268
H 0.8438 -1.6968 -2.5695
H 1.9900 -1.9727 -1.3915
H 1.3521 -1.6214 -4.9064
H 3.1074 -1.2224 -6.5921
H 5.4940 -1.2409 -5.9348
H 6.1001 -1.6812 -3.5750
H 4.3460 -2.0966 -1.8931
```

Strongest force on any atom = 0.58 eV/A
Relative energy (zero: lowest compared OMol25 entry of this formula, charge and spin) = 15.60 kcal/mol
HOMO-LUMO gap = 6.594 eV
E_HOMO = -4.169 eV
2S+1 = 1
E_tot = -2629.131361 Ha
Net charge = -1
M = 934.190 g mol⁻¹

Löwdin atomic charge list, values in e, 6 entries: 1.00, -0.02, -0.48, -0.14, -0.05, -0.33


ORCA calculation (the ωB97M-V functional and the def2-TZVPD basis) on a single C6H10N2 molecule at a distorted geometry.

Geometry as XYZ:
```
18
C6H10N2, DFT the ωB97M-V functional and the def2-TZVPD basis
C 1.7671 1.1829 -0.2123
N 1.0746 -0.0838 -0.0319
C 1.8798 -1.2554 0.1944
C -0.2762 -0.1900 -0.0989
N -1.0102 -1.2238 -0.2398
C -2.4539 -0.8077 -0.0872
C -2.4112 0.7021 0.1750
C -1.0973 1.1005 0.0881
H 2.6575 0.8640 -0.8460
H 1.0692 1.9755 -0.5704
H 2.1475 1.5650 0.7632
H 2.5333 -1.2905 1.1128
H 2.6616 -1.2796 -0.5498
H 1.2541 -2.1781 0.1417
H -2.9721 -1.1354 -0.9964
H -2.8038 -1.4204 0.7458
H -3.2826 1.3716 0.1312
H -0.7372 2.1030 0.2804
```

Strongest force on any atom = 2.85 eV/A
Relative energy (zero: lowest compared OMol25 entry of this formula, charge and spin) = 37.39 kcal/mol
HOMO-LUMO gap = 9.122 eV
E_HOMO = -8.158 eV
2S+1 = 1
SMILES = CN(C)C1=NCC=C1
E_tot = -344.077129 Ha
Net charge = 0
M = 110.160 g mol⁻¹

Löwdin atomic charge list, values in e, 6 entries: -0.06, -0.20, -0.08, -0.38, 0.06, -0.20


ORCA calculation (the ωB97M-V functional and the def2-TZVPD basis) on a molecular structure, C28H35N5P2Pt at a distorted geometry.

Geometry as XYZ:
```
71
C28H35N5P2Pt, DFT the ωB97M-V functional and the def2-TZVPD basis
Pt 0.1104 -0.4848 4.7735
C -1.1537 -2.5381 4.3451
C -0.1135 -2.1976 3.4379
C -0.3880 -1.6555 2.0587
C -0.5751 -0.1444 1.8773
C -0.9284 0.5989 3.1459
C -2.0319 0.2474 3.9345
C -2.9727 -0.8673 3.6079
C -2.5925 -2.2932 4.0856
C 0.0187 1.0581 6.0648
H -0.9375 -3.2437 5.1509
H 0.8195 -2.7759 3.5288
H -1.2447 -2.1796 1.6322
H 0.4987 -1.9273 1.4764
H 0.3665 0.2769 1.5030
H -1.3271 0.0481 1.0978
H -0.5312 1.6220 3.2291
H -2.4070 0.9664 4.6684
H -3.2280 -0.8964 2.5293
H -3.9222 -0.6456 4.1179
H -3.1162 -2.4883 5.0377
H -3.0222 -3.0133 3.3631
H -0.5363 0.6752 6.9382
H -0.5153 1.9113 5.6252
H 1.0598 1.2822 6.3701
P 0.2016 1.9784 -1.2814
P 1.6139 -1.1606 -1.5254
N -1.3904 2.6952 -1.5314
N 1.0982 3.3662 -2.0755
N 0.2397 -2.1837 -2.0374
N 2.8341 -2.2060 -2.2768
C 0.1485 0.9410 -2.8199
C 1.3912 0.0403 -2.9423
C -2.2348 3.0505 -0.4753
C -3.3817 3.6429 -0.9901
C -3.2297 3.6838 -2.4155
C -2.0101 3.0895 -2.7207
C 2.0638 4.1181 -1.3924
C 2.5789 5.0890 -2.2541
C 1.8768 4.9644 -3.4961
C 0.9997 3.8926 -3.3639
C -0.6305 -2.6653 -1.0521
C -1.7430 -3.2244 -1.6501
C -1.5392 -3.1541 -3.0680
C -0.3304 -2.4827 -3.2798
C 2.7700 -3.0803 -3.3723
C 4.0488 -3.5654 -3.6333
C 4.9412 -2.9552 -2.6843
C 4.1821 -2.1161 -1.8815
H 0.1211 1.5982 -3.7001
H -0.7856 0.3455 -2.8470
H 1.3460 -0.5163 -3.8876
H 2.3095 0.6543 -2.9303
H -1.9233 2.8475 0.5403
H -4.2260 3.9910 -0.4274
H -3.9232 4.1012 -3.1316
H -1.5460 2.9245 -3.6757
H 2.2721 3.9136 -0.3544
H 3.3481 5.8058 -2.0233
H 1.9703 5.5970 -4.3612
H 0.3207 3.4908 -4.1022
H -0.3159 -2.6667 -0.0220
H -2.5919 -3.6316 -1.1261
H -2.1746 -3.5695 -3.8322
H 0.1866 -2.2863 -4.2112
H 1.8412 -3.3085 -3.8633
H 4.3081 -4.2635 -4.4123
H 6.0028 -3.1193 -2.6169
H 4.4560 -1.4704 -1.0596
N 1.8829 -2.0826 6.7257
C 1.2927 -1.4485 5.9385
```

Strongest force on any atom = 3.47 eV/A
Relative energy (zero: lowest compared OMol25 entry of this formula, charge and spin) = 0.23 kcal/mol
HOMO-LUMO gap (spin up / spin down) = 5.955 / 5.465 eV
E_HOMO (spin up / spin down) = -5.868 / -8.458 eV
2S+1 = 3
E_tot = -2163.540640 Ha
Net charge = 0
Expectation value of S² = 2.01
M = 698.649 g mol⁻¹

Löwdin atomic charge list, values in e, 6 entries: 1.16, -0.22, -0.30, -0.23, -0.22, -0.29


Question: Which of these has the highest strongest force on any atom?
Answer: C7H5N3O2